No. 1
DFT (ωB97M-V/def2-TZVPD) results for a structure of composition C15H8N3O5Sn in a non-equilibrium geometry.

Structure (ORCA input):
```
! wB97M-V def2-TZVPD RIJCOSX def2/J DEFGRID3
* xyz 1 1
O 0.444 2.155 -6.758
C 0.187 2.014 -5.617
Sn 0.241 0.963 -3.889
C 0.575 1.505 -1.581
O 1.317 1.499 -0.674
C 0.459 -1.420 -3.978
O 0.682 -2.576 -3.778
C 2.772 0.755 -3.480
O 3.828 0.285 -3.410
C -2.089 0.429 -3.313
O -3.196 0.278 -2.991
H 0.880 -0.601 -5.034
N 0.372 2.002 6.940
C 0.203 1.595 5.868
C -0.003 0.947 4.585
C -1.047 1.341 3.734
C -1.216 0.803 2.477
C -0.376 -0.270 2.090
C 0.698 -0.640 2.889
C 0.874 -0.039 4.149
N -0.513 -0.870 0.820
C -0.083 -2.167 0.474
C -0.537 -2.360 -0.793
N -1.011 -1.184 -1.288
C -1.045 -0.300 -0.307
H -1.742 2.061 4.103
H -2.047 1.100 1.822
H 1.413 -1.402 2.576
H 1.678 -0.392 4.804
H 0.297 -2.875 1.215
H -0.400 -3.257 -1.387
H -1.617 0.621 -0.265
*
```

The value obtained for the LUMO energy (alpha / beta) is -5.588 / -5.586 eV. The total energy comes out at -36207.661 eV. The calculation puts the energy above the lowest of the compared OMol25 structures with the same formula, charge and spin at 419.0 kJ/mol. Its orbital gap (alpha / beta) is 6.06 / 6.06 eV. As for the HOMO energy (alpha / beta): -11.64 / -11.65 eV.

No. 2
DFT (ωB97M-V/def2-TZVPD) results for a cluster of 3 separate species, C3H2 in total in a non-equilibrium geometry.

Structure (ORCA input):
```
! wB97M-V def2-TZVPD RIJCOSX def2/J DEFGRID3
* xyz 0 1
C 2.763 -0.024 0.203
C 3.906 -0.302 -0.180
C 1.725 0.625 -0.023
H -1.018 1.178 -0.443
H -1.000 1.051 0.421
*
```

The value obtained for the LUMO energy is -1.979 eV. The total energy comes out at -3134.627 eV. The calculation puts the energy above the lowest of the compared OMol25 structures with the same formula, charge and spin at 326.9 kJ/mol. Its orbital gap is 9.86 eV. As for the HOMO energy: -11.83 eV.

No. 3
DFT (ωB97M-V/def2-TZVPD) results for a structure of composition C31H44BrN2O2P2W.

Structure (ORCA input):
```
! wB97M-V def2-TZVPD RIJCOSX def2/J DEFGRID3
* xyz 3 1
W -0.318 -0.083 0.389
C -1.986 2.164 -1.912
P -2.313 0.651 -0.970
C -3.870 1.021 -0.104
C -2.629 -0.621 -2.235
C -1.364 -0.832 -3.068
P 0.101 -1.119 -2.013
C 1.547 -0.608 -2.967
C 0.232 -2.914 -1.810
H -2.848 2.393 -2.543
H -1.101 2.065 -2.540
H -1.826 2.997 -1.226
H -4.722 0.724 -0.717
H -3.924 2.098 0.058
H -3.939 0.544 0.869
H -3.461 -0.298 -2.866
H -2.941 -1.543 -1.737
H -1.157 0.041 -3.692
H -1.474 -1.681 -3.747
H 1.543 -1.129 -3.926
H 2.464 -0.862 -2.435
H 1.524 0.466 -3.152
H 0.321 -3.374 -2.796
H -0.655 -3.311 -1.315
H 1.114 -3.168 -1.222
C 5.596 -3.936 1.422
C 4.715 -3.410 2.568
C 5.512 -2.401 3.417
C 4.282 -4.581 3.449
C 3.532 -2.681 1.964
C 3.727 -1.580 1.119
C 2.651 -0.919 0.583
N 1.376 -1.289 0.836
C 1.162 -2.351 1.650
C 2.204 -3.051 2.214
C -0.267 -2.661 1.866
C -0.705 -3.768 2.553
C -2.072 -4.019 2.727
C -2.950 -3.106 2.128
C -2.462 -2.034 1.431
N -1.136 -1.775 1.299
C -2.596 -5.206 3.505
C -3.471 -6.052 2.562
C -3.453 -4.668 4.667
C -1.472 -6.075 4.066
H 6.453 -4.457 1.849
H 5.983 -3.133 0.793
H 5.055 -4.644 0.792
H 6.369 -2.910 3.856
H 4.907 -1.997 4.231
H 5.894 -1.572 2.821
H 5.169 -5.067 3.851
H 3.729 -5.337 2.887
H 3.682 -4.256 4.303
H 4.722 -1.228 0.885
H 2.780 -0.056 -0.059
H 1.999 -3.884 2.868
H 0.015 -4.454 2.969
H -4.020 -3.234 2.202
H -3.129 -1.335 0.957
H -4.326 -5.494 2.178
H -3.861 -6.903 3.118
H -2.896 -6.438 1.719
H -4.312 -4.095 4.317
H -2.869 -4.045 5.345
H -3.837 -5.514 5.237
H -0.851 -6.508 3.279
H -1.911 -6.905 4.618
H -0.836 -5.528 4.766
Br 4.160 4.640 -2.161
C 2.885 4.037 -0.945
C 2.670 4.727 0.242
C 1.722 4.268 1.142
C 0.989 3.117 0.865
C 1.207 2.450 -0.340
C 2.146 2.888 -1.247
C 0.025 2.665 1.871
O -0.401 3.146 2.841
O -0.420 1.264 1.551
H 3.242 5.618 0.461
H 1.548 4.793 2.073
H 0.583 1.601 -0.681
H 2.305 2.384 -2.190
*
```

The value obtained for the LUMO energy (alpha / beta) is -10.074 / -10.072 eV. The total energy comes out at -130359.920 eV. The calculation puts the energy above the lowest of the compared OMol25 structures with the same formula, charge and spin at 64.9 kJ/mol. Its orbital gap (alpha / beta) is 6.53 / 6.53 eV. As for the HOMO energy (alpha / beta): -16.60 / -16.60 eV.

No. 4
DFT (ωB97M-V/def2-TZVPD) results for a structure of composition C2HO2Pr in a non-equilibrium geometry.

Structure (ORCA input):
```
! wB97M-V def2-TZVPD RIJCOSX def2/J DEFGRID3
* xyz 1 4
O -2.224 -0.857 -0.321
C -1.318 -0.054 -0.418
C 0.840 -0.391 0.175
O 1.439 0.584 0.742
H 1.018 -1.382 0.659
Pr 0.244 2.100 -0.836
*
```

The value obtained for the LUMO energy (alpha / beta) is -5.164 / -5.208 eV. The total energy comes out at -20242.870 eV. The calculation puts the energy above the lowest of the compared OMol25 structures with the same formula, charge and spin at 17.1 kJ/mol. The expectation value of S² is 3.754. Its orbital gap (alpha / beta) is 6.70 / 6.75 eV. As for the HOMO energy (alpha / beta): -11.86 / -11.96 eV.

No. 5
DFT (ωB97M-V/def2-TZVPD) results for a structure of composition C5H7NO.

Structure (ORCA input):
```
! wB97M-V def2-TZVPD RIJCOSX def2/J DEFGRID3
* xyz 0 1
C -0.586 -2.102 -1.034
N -0.779 -1.534 0.292
C -0.429 -0.349 0.482
O -0.604 0.342 1.673
C -0.180 1.557 1.028
C 1.240 1.427 0.633
C 0.145 0.833 -0.247
H 0.397 -1.863 -1.469
H -0.671 -3.192 -0.976
H -1.363 -1.753 -1.730
H -0.752 2.460 1.207
H 1.886 0.765 1.203
H 1.717 2.312 0.223
H -0.021 1.097 -1.286
*
```

The value obtained for the LUMO energy is 1.000 eV. The total energy comes out at -8833.574 eV. The calculation puts the energy above the lowest of the compared OMol25 structures with the same formula, charge and spin at 253.6 kJ/mol. Its orbital gap is 10.53 eV. As for the HOMO energy: -9.53 eV.

No. 6
DFT (ωB97M-V/def2-TZVPD) results for an isolated molecule of C5H8N2 in a non-equilibrium geometry.

Structure (ORCA input):
```
! wB97M-V def2-TZVPD RIJCOSX def2/J DEFGRID3
* xyz 0 1
C -2.117 -0.195 -0.161
C -0.831 -0.857 0.160
C 0.401 1.008 -0.591
C 1.475 1.890 -0.401
N 2.336 2.666 -0.255
N 0.304 -0.203 0.036
C 1.528 -0.824 0.555
H -2.123 0.806 0.295
H -2.283 -0.030 -1.235
H -2.956 -0.778 0.226
H -0.790 -1.878 0.519
H -0.427 1.307 -1.210
H 2.144 -1.170 -0.277
H 1.256 -1.654 1.206
H 2.083 -0.087 1.134
*
```

The value obtained for the LUMO energy is 0.537 eV. The total energy comes out at -8292.803 eV. The calculation puts the energy above the lowest of the compared OMol25 structures with the same formula, charge and spin at 211.6 kJ/mol. Its orbital gap is 7.91 eV. As for the HOMO energy: -7.38 eV.

No. 7
DFT (ωB97M-V/def2-TZVPD) results for a structure of composition C39H48BrN6O3PTeV in a non-equilibrium geometry.

Structure (ORCA input):
```
! wB97M-V def2-TZVPD RIJCOSX def2/J DEFGRID3
* xyz 0 2
V 0.777 0.162 -1.493
Br 0.382 6.377 2.526
C 0.700 4.696 1.673
C 1.265 3.666 2.415
C 1.432 2.434 1.813
C 1.041 2.204 0.488
O 1.108 1.048 -0.067
C 0.550 3.308 -0.292
C 0.269 3.133 -1.661
N 0.406 1.996 -2.331
C 0.230 1.958 -3.682
C -0.091 3.015 -4.552
C -0.185 2.800 -5.916
C 0.037 1.555 -6.472
C 0.369 0.469 -5.651
C 0.663 -0.821 -6.138
C 1.023 -1.801 -5.236
C 1.039 -1.519 -3.878
N 0.737 -0.315 -3.367
C 0.446 0.669 -4.245
C 0.359 4.544 0.348
H 1.569 3.824 3.438
H 1.851 1.609 2.370
H -0.055 4.023 -2.195
H -0.265 4.010 -4.177
H -0.430 3.629 -6.563
H -0.037 1.406 -7.540
H 0.624 -1.016 -7.199
H 1.286 -2.792 -5.570
H 1.291 -2.301 -3.175
H -0.064 5.370 -0.205
N 3.045 0.421 -1.810
C 3.770 -0.777 -2.215
C 3.564 -1.912 -1.215
C 2.124 -2.413 -1.007
O 1.951 -3.627 -0.951
O 1.180 -1.586 -0.829
H 3.216 1.179 -2.471
H 3.370 0.722 -0.890
H 4.854 -0.579 -2.276
H 3.427 -1.082 -3.209
H 3.913 -1.592 -0.225
H 4.154 -2.781 -1.517
C -2.716 0.410 -2.647
P -1.614 -0.480 -1.468
C -1.594 -2.098 -2.380
C -2.826 -1.061 -0.196
H -3.633 -0.168 -2.774
H -2.206 0.490 -3.606
H -2.966 1.406 -2.298
H -2.601 -2.505 -2.462
H -0.973 -2.793 -1.820
H -1.192 -1.995 -3.383
H -3.488 -1.796 -0.647
H -3.405 -0.230 0.185
H -2.286 -1.535 0.620
C -2.793 3.902 2.472
N -3.154 2.953 1.439
C -3.830 3.569 0.323
C -2.321 1.861 1.185
N -1.841 1.566 0.028
N -2.113 1.059 2.260
C -1.024 0.113 2.288
C -3.013 1.006 3.386
H -2.314 4.782 2.031
H -2.097 3.450 3.170
H -3.687 4.230 3.005
H -4.698 4.107 0.708
H -4.175 2.797 -0.363
H -3.198 4.287 -0.219
H -1.940 2.317 -0.645
H -1.379 -0.880 2.574
H -0.278 0.429 3.027
H -0.576 0.072 1.297
H -3.884 1.627 3.195
H -2.528 1.340 4.310
H -3.340 -0.028 3.528
Te 0.133 -3.473 1.170
C -0.501 -3.781 3.194
C 0.169 -3.172 4.247
C -0.193 -3.418 5.558
C -1.251 -4.263 5.838
C -1.935 -4.866 4.794
C -1.562 -4.628 3.486
C 2.054 -2.877 1.854
C 2.442 -1.551 1.908
C 3.715 -1.215 2.342
C 4.612 -2.205 2.710
C 4.229 -3.534 2.647
C 2.953 -3.865 2.227
H 0.995 -2.510 4.035
H 0.361 -2.956 6.364
H -1.545 -4.450 6.859
H -2.752 -5.537 5.007
H -2.089 -5.114 2.675
H 1.755 -0.779 1.586
H 4.019 -0.176 2.398
H 5.608 -1.939 3.032
H 4.926 -4.310 2.923
H 2.644 -4.899 2.175
*
```

The value obtained for the LUMO energy (alpha / beta) is -0.347 / -0.418 eV. The total energy comes out at -168618.438 eV. The expectation value of S² is 0.849. Its orbital gap (alpha / beta) is 4.88 / 6.65 eV. As for the HOMO energy (alpha / beta): -5.23 / -7.07 eV.

No. 8
DFT (ωB97M-V/def2-TZVPD) results for a cluster of 2 separate species, C4H10O2 in total in a non-equilibrium geometry.

Structure (ORCA input):
```
! wB97M-V def2-TZVPD RIJCOSX def2/J DEFGRID3
* xyz 0 1
C -0.241 2.364 -1.335
C -1.026 1.358 -0.458
C -0.878 -0.021 -0.630
C -2.072 -0.773 -0.185
O -1.465 -2.006 0.132
H -0.778 3.031 -1.919
H 0.406 1.901 -2.043
H 0.564 2.860 -0.815
H -1.490 1.713 0.374
H -0.062 -0.549 -1.193
H -2.690 -0.300 0.615
H -2.875 -0.801 -0.983
H -2.029 -2.668 0.428
O 4.516 -0.564 1.995
H 5.295 -0.851 1.546
H 4.556 -1.347 2.615
*
```

The value obtained for the LUMO energy is 0.945 eV. The total energy comes out at -8402.553 eV. The calculation puts the energy above the lowest of the compared OMol25 structures with the same formula, charge and spin at 288.9 kJ/mol. Its orbital gap is 9.61 eV. As for the HOMO energy: -8.67 eV.